[1]
Density functional theory data (ωB97M-V/def2-TZVPD) for a structure of composition C5H12O in a non-equilibrium geometry.

Each line ends with the Mulliken charge.
Atoms and positions in Å:
1 C 2.1087 1.0586 -0.7548  -0.972
2 O 0.9767 -0.9271 0.5167  -0.633
3 C -0.2326 -0.4296 0.3150  1.364
4 C -0.3546 0.2047 -1.0639  -0.777
5 C -1.2751 -1.6429 0.2164  -1.449
6 C -0.7264 0.5472 1.4138  -1.422
7 H 2.3007 1.2524 0.2969  0.296
8 H 2.1246 1.9440 -1.3988  0.348
9 H 2.6178 0.1849 -1.1529  0.296
10 H -0.1103 -0.4623 -1.8977  0.394
11 H -1.2056 0.8647 -1.2892  0.354
12 H 0.7596 0.8423 -0.9499  0.063
13 H -0.9374 -2.3638 -0.5363  0.387
14 H -1.2548 -2.1244 1.2009  0.386
15 H -2.2968 -1.3130 -0.0039  0.346
16 H -0.6383 0.0551 2.3902  0.375
17 H -0.0874 1.4410 1.4282  0.317
18 H -1.7689 0.8683 1.2691  0.326

## Properties
total charge = 0
gap between HOMO and LUMO (alpha / beta) = 6.5307 / 8.9072 eV
HOMO energy (alpha / beta) = -7.790 / -9.391 eV

***

[2]
Density functional theory data (ωB97M-V/def2-TZVPD) for the molecule C15H19N5O.

Each line ends with the Mulliken charge.
Atoms and positions in Å:
1 C 2.7395 -1.7259 0.1744  -0.726
2 O 1.3503 -1.9507 0.1846  -0.453
3 C 0.5645 -1.1407 0.9409  1.052
4 C 1.0161 -0.2609 1.9133  -0.592
5 C 0.1168 0.4443 2.6978  -0.984
6 C -1.2500 0.2828 2.5471  0.736
7 C -2.2267 1.0038 3.4277  -1.692
8 C -1.7048 -0.5660 1.5450  -0.453
9 C -0.8230 -1.2459 0.7252  -0.037
10 N -1.2877 -2.0422 -0.3338  -0.100
11 C -0.8660 -1.9035 -1.6321  0.336
12 N -1.2277 -2.9190 -2.4674  -0.429
13 N -0.1023 -0.9875 -2.0925  -0.579
14 C 0.1469 0.2084 -1.5121  0.316
15 N 1.4061 0.6476 -1.5348  -0.555
16 C 1.6449 1.8478 -1.0312  1.067
17 C 3.0686 2.3165 -1.0443  -1.488
18 C 0.6277 2.6317 -0.5006  -0.958
19 C -0.6606 2.1092 -0.5506  0.881
20 C -1.8346 2.8749 -0.0241  -1.391
21 N -0.9005 0.9137 -1.0572  -0.380
22 H 3.1410 -2.4383 -0.5439  0.273
23 H 2.9649 -0.7108 -0.1613  0.192
24 H 3.1855 -1.9097 1.1584  0.330
25 H 2.0738 -0.1229 2.0729  0.410
26 H 0.4972 1.1243 3.4464  0.340
27 H -2.6508 0.3166 4.1605  0.410
28 H -1.7398 1.8143 3.9645  0.357
29 H -3.0464 1.4121 2.8397  0.379
30 H -2.7664 -0.6765 1.3759  0.338
31 H -2.1162 -2.5917 -0.1639  0.358
32 H -1.9416 -3.5701 -2.1959  0.189
33 H -1.0716 -2.7652 -3.4469  0.272
34 H 3.1396 3.2914 -1.5228  0.463
35 H 3.6835 1.6025 -1.5846  0.368
36 H 3.4391 2.4133 -0.0242  0.290
37 H 0.8257 3.6035 -0.0766  0.422
38 H -1.6858 3.1002 1.0303  0.276
39 H -2.7372 2.2836 -0.1449  0.330
40 H -1.9429 3.8149 -0.5629  0.435

## Properties
total charge = 0
gap between HOMO and LUMO = 8.6392 eV
HOMO energy = -7.867 eV

***

[3]
Density functional theory data (ωB97M-V/def2-TZVPD) for the molecule C5H13NO in a non-equilibrium geometry.

Each line ends with the Mulliken charge.
Atoms and positions in Å:
1 C 1.8081 -2.1456 -1.0944  -0.934
2 C 0.8992 -1.2582 -0.1086  -0.237
3 N 0.9493 0.2718 -0.3755  -0.395
4 C -0.1032 1.2056 0.2470  0.254
5 C -0.4203 0.7671 1.6944  -1.539
6 C -1.4204 1.0354 -0.5878  -0.296
7 O -2.4018 2.0706 -0.4261  -0.534
8 H 1.1627 -2.4263 -2.0028  0.248
9 H 2.5926 -1.4056 -1.2916  0.305
10 H 2.2355 -3.0486 -0.5186  0.285
11 H -0.2538 -1.6474 -0.0794  0.135
12 H 1.0193 -1.3066 0.9302  0.354
13 H 0.9740 0.6505 -1.3757  0.270
14 H 0.3547 2.2299 0.3299  0.235
15 H 0.4744 0.5587 2.1807  0.461
16 H -0.9574 1.5068 2.3791  0.328
17 H -1.0446 -0.1562 1.7890  0.297
18 H -1.8191 -0.0465 -0.3850  0.209
19 H -1.0787 1.2030 -1.7049  0.232
20 H -2.9705 1.9416 0.3999  0.323

## Properties
total charge = 0
gap between HOMO and LUMO = 9.3858 eV
HOMO energy = -8.472 eV

***

[4]
Density functional theory data (ωB97M-V/def2-TZVPD) for a structure of composition C16H11BrI2N2PtS5 in a non-equilibrium geometry.

Each line ends with the Mulliken charge.
Atoms and positions in Å:
1 Pt 8.0597 8.3203 9.9904  0.892
2 S 9.9505 11.8008 16.1162  0.197
3 C 9.5154 10.8905 14.7982  0.325
4 S 7.8223 10.8252 14.3130  0.034
5 C 8.1369 9.9789 12.8189  0.090
6 C 9.4530 9.5302 12.6192  0.169
7 S 10.0558 8.7008 11.2738  -0.251
8 S 10.5929 9.9560 13.8954  0.028
9 S 6.8231 9.6153 11.8047  -0.200
10 Br 14.8719 4.6028 8.9125  -0.105
11 C 13.2710 5.5482 8.8001  -0.084
12 C 12.0944 4.8398 8.6380  -0.409
13 C 10.8712 5.4631 8.6019  -0.630
14 C 10.8404 6.8605 8.5834  -0.262
15 C 12.0292 7.6008 8.6696  0.228
16 C 13.2425 6.9211 8.7713  -0.651
17 N 9.6203 7.6110 8.4204  0.172
18 C 9.5392 8.3199 7.3629  -0.239
19 C 8.4480 9.2981 7.1120  0.669
20 C 8.2391 9.9046 5.8824  -0.944
21 C 7.1600 10.7237 5.7271  -0.332
22 C 6.3541 11.0028 6.8178  -0.794
23 C 6.6620 10.4032 8.0407  0.114
24 N 7.7212 9.5987 8.2082  -0.344
25 H 12.1609 3.7458 8.6025  0.396
26 H 9.9640 4.9175 8.5250  0.391
27 H 11.9547 8.6749 8.6440  0.523
28 H 14.1353 7.5085 8.7855  0.466
29 H 10.2352 8.0465 6.5224  0.353
30 H 8.8699 9.5874 5.0638  0.433
31 H 6.9589 11.1128 4.7638  0.501
32 H 5.5711 11.7021 6.7632  0.468
33 H 6.1136 10.6286 8.9431  0.379
34 I 7.2981 5.9300 11.8050  0.274
35 C 6.0555 5.1364 10.3257  -0.845
36 I 6.4301 6.1573 8.5371  0.163
37 H 5.0327 5.3648 10.5781  0.422
38 H 6.2118 4.0668 10.1003  0.403

## Properties
spin multiplicity = 5
total charge = +2
gap between HOMO and LUMO (alpha / beta) = 6.0396 / 3.9252 eV
HOMO energy (alpha / beta) = -13.219 / -13.461 eV

***

[5]
Density functional theory data (ωB97M-V/def2-TZVPD) for a cluster of 2 separate species, C2H10N2S2 in total in a non-equilibrium geometry.

Each line ends with the Mulliken charge.
Atoms and positions in Å:
1 C 2.2119 1.9779 0.3814  -0.708
2 S 1.9074 0.4376 -0.5707  -0.397
3 S 1.2534 -0.8781 1.2379  -0.524
4 H 3.0098 1.8045 1.0943  0.238
5 H 2.3835 2.7547 -0.3601  0.218
6 H 1.2745 2.1981 0.8584  0.217
7 H 0.0183 -0.4261 1.4671  -0.047
8 N -3.5818 -0.9719 -1.3638  -0.617
9 C -2.4316 -0.1411 -0.9409  -0.289
10 N -2.1402 -0.1501 0.4645  -0.424
11 H -4.4085 -1.0539 -0.7931  0.186
12 H -3.8700 -0.6957 -2.2901  0.189
13 H -2.6587 0.8799 -1.2632  0.282
14 H -1.5490 -0.5638 -1.4227  0.255
15 H -2.9333 0.1406 1.0085  0.158
16 H -1.6078 -0.9581 0.7463  0.265

## Properties
spin multiplicity = 2
total charge = -1
gap between HOMO and LUMO (alpha / beta) = 4.2011 / 6.9786 eV
HOMO energy (alpha / beta) = -0.532 / -3.323 eV

***

[6]
Density functional theory data (ωB97M-V/def2-TZVPD) for a cluster of 6 separate species, C27H36N2O20 in total in a non-equilibrium geometry.

Each line ends with the Mulliken charge.
Atoms and positions in Å:
1 O 3.8682 5.6339 3.3691  -0.302
2 N 2.6964 5.8738 3.0321  0.241
3 O 2.1560 4.8118 2.4024  -0.027
4 C 2.5507 3.5860 3.1644  0.565
5 O 3.3056 2.6618 2.5588  -0.498
6 O 2.0466 3.4895 4.5519  -0.272
7 C 0.9650 2.4924 4.5919  -0.194
8 O 0.6711 1.9679 5.9475  -0.508
9 C -0.4852 3.0793 3.9912  0.511
10 C -0.9653 4.4754 4.6719  -0.320
11 C -2.4364 5.0659 4.1349  -0.492
12 C -3.0944 4.0544 2.9918  -0.310
13 C -2.4151 2.6961 2.4071  0.001
14 N -1.0983 2.2306 2.9330  -0.071
15 H 1.3221 1.5614 3.9505  0.192
16 H 0.2012 2.6730 6.4981  0.421
17 H -0.3409 5.0642 5.4958  0.274
18 H -2.9423 6.0376 4.5442  0.316
19 H -4.1516 4.3613 2.5432  0.280
20 H -2.9767 2.0504 1.5907  0.178
21 C 1.7339 -2.0484 2.4245  -1.414
22 C 0.2323 -2.2392 2.3611  0.547
23 C -0.2438 -2.8628 1.0843  -0.428
24 O -1.5699 -2.3763 0.9853  -0.315
25 C -1.5918 -1.1788 1.6464  0.515
26 O -2.5170 -0.3854 1.6088  -0.538
27 O -0.4350 -0.9870 2.3512  -0.184
28 H 2.0044 -1.4336 3.2894  0.367
29 H 2.2499 -3.0100 2.4993  0.413
30 H 2.1043 -1.5211 1.5385  0.281
31 H -0.1143 -2.7980 3.2388  0.215
32 H -0.2352 -3.9560 1.1222  0.295
33 H 0.3111 -2.5309 0.2000  0.210
34 C -4.0396 0.8446 -3.6111  -1.513
35 C -4.3161 1.9947 -2.6645  0.643
36 C -3.1231 2.4156 -1.8611  -0.512
37 O -3.7187 2.9779 -0.7060  -0.218
38 C -4.9269 2.3547 -0.5527  0.712
39 O -5.6322 2.4486 0.4376  -0.593
40 O -5.2362 1.6075 -1.6562  -0.384
41 H -4.9755 0.4654 -4.0348  0.361
42 H -3.3827 1.1567 -4.4282  0.379
43 H -3.5708 0.0041 -3.0876  0.347
44 H -4.7532 2.8378 -3.2130  0.234
45 H -2.5087 3.1577 -2.3791  0.328
46 H -2.4875 1.5801 -1.5481  0.255
47 C -4.4548 6.6006 -1.3208  -1.254
48 C -4.6048 7.3406 -2.6341  0.548
49 C -6.0091 7.3643 -3.1569  -0.467
50 O -5.8109 7.5020 -4.5522  -0.318
51 C -4.5930 6.9422 -4.8259  0.649
52 O -4.1748 6.7117 -5.9479  -0.559
53 O -3.9086 6.6701 -3.6729  -0.343
54 H -3.3956 6.4611 -1.0799  0.363
55 H -4.9337 7.1480 -0.5037  0.408
56 H -4.8965 5.5996 -1.3769  0.118
57 H -4.1877 8.3512 -2.5475  0.242
58 H -6.5891 8.2046 -2.7643  0.325
59 H -6.5600 6.4345 -2.9779  0.287
60 C 5.3324 -2.3062 -0.1022  -1.489
61 C 4.9091 -3.5133 -0.9140  0.639
62 C 4.8909 -3.2703 -2.3926  -0.491
63 O 3.9310 -4.2092 -2.8424  -0.318
64 C 3.0731 -4.4147 -1.7967  0.588
65 O 2.0157 -5.0165 -1.8783  -0.579
66 O 3.5566 -3.8504 -0.6481  -0.226
67 H 5.1566 -2.4825 0.9642  0.325
68 H 6.3925 -2.0825 -0.2533  0.398
69 H 4.7465 -1.4209 -0.3730  0.352
70 H 5.5291 -4.3794 -0.6532  0.163
71 H 5.8619 -3.4563 -2.8606  0.326
72 H 4.5466 -2.2677 -2.6687  0.315
73 C 4.1275 -9.8271 -2.8089  -1.391
74 C 4.5209 -9.6192 -1.3607  0.505
75 C 3.4393 -9.0074 -0.5230  -0.416
76 O 4.1762 -8.3619 0.4994  -0.301
77 C 5.3948 -8.0524 -0.0401  0.665
78 O 6.2201 -7.3265 0.4880  -0.582
79 O 5.5622 -8.6612 -1.2537  -0.344
80 H 5.0024 -10.1051 -3.4060  0.353
81 H 3.3719 -10.6124 -2.9025  0.376
82 H 3.7299 -8.9055 -3.2480  0.324
83 H 4.8840 -10.5600 -0.9297  0.255
84 H 2.7634 -9.7554 -0.0986  0.306
85 H 2.8494 -8.2508 -1.0517  0.256

## Properties
total charge = 0
gap between HOMO and LUMO = 7.7861 eV
HOMO energy = -8.827 eV

***

[7]
Density functional theory data (ωB97M-V/def2-TZVPD) for the molecule C10H13NO2S in a non-equilibrium geometry.

Each line ends with the Mulliken charge.
Atoms and positions in Å:
1 O -0.1208 -2.9533 0.1325  -0.565
2 C 0.4301 -1.8431 -0.0535  0.322
3 C 2.0281 -2.1456 -0.3568  -0.417
4 S 3.3036 -0.8455 -0.5341  -0.101
5 C 2.9845 0.4392 0.8335  -0.761
6 C 2.8405 1.9580 0.3817  -0.293
7 O 1.9513 2.1415 -0.6873  -0.494
8 N -0.2175 -0.6482 -0.4673  -0.077
9 C -1.4844 -0.2837 -0.4195  0.390
10 C -2.4689 -1.1856 -0.1616  -0.157
11 C -3.8132 -0.8486 0.1195  -0.785
12 C -4.0268 0.5426 0.0414  -0.089
13 C -3.0163 1.4940 -0.3408  -0.675
14 C -1.7601 1.0632 -0.4217  -0.218
15 H 1.8235 -2.6211 -1.4856  0.273
16 H 2.5872 -2.7148 0.4566  0.327
17 H 2.0447 0.1704 1.3052  0.407
18 H 3.7387 0.1428 1.7766  0.365
19 H 3.8674 2.3348 0.0208  0.230
20 H 2.5698 2.6189 1.2762  0.306
21 H 2.1889 1.3805 -1.3019  0.315
22 H 0.6252 -0.0136 -0.0171  -0.002
23 H -2.1295 -2.1486 0.1087  0.502
24 H -4.7362 -1.3652 0.4675  0.333
25 H -5.1274 0.9474 0.4459  0.161
26 H -3.0587 2.5731 -0.3946  0.363
27 H -1.0240 1.8106 -0.7243  0.341

## Properties
total charge = 0
gap between HOMO and LUMO = 8.9257 eV
HOMO energy = -8.463 eV

***

[8]
Density functional theory data (ωB97M-V/def2-TZVPD) for the molecule C5H15N3 in a non-equilibrium geometry.

Each line ends with the Mulliken charge.
Atoms and positions in Å:
1 C -1.2250 2.2962 -0.5995  -1.344
2 C -0.2991 1.1718 -1.0207  -0.037
3 C 0.9474 1.0048 0.0955  -1.072
4 C 1.1765 -0.4893 0.3491  0.148
5 N 1.7450 -1.1599 -0.8100  -0.683
6 N -0.0356 -1.1978 0.8084  0.274
7 C -0.7799 -2.1288 -0.0252  -0.885
8 N -0.8840 -0.5107 1.7479  -0.752
9 H -0.6648 3.1806 -0.2841  0.340
10 H -1.8717 2.5853 -1.4357  0.374
11 H -1.8703 1.9799 0.2262  0.292
12 H -0.8856 0.3035 -1.3169  0.198
13 H 0.2324 1.4412 -1.9370  0.345
14 H 1.8559 1.4655 -0.3104  0.493
15 H 0.6854 1.5211 1.0253  0.377
16 H 1.8943 -0.5866 1.1760  0.128
17 H 2.4516 -0.5722 -1.2384  0.207
18 H 2.1958 -2.0143 -0.4942  0.265
19 H -0.1279 -2.7787 -0.6145  0.299
20 H -1.4805 -1.6130 -0.6840  0.275
21 H -1.3706 -2.8047 0.6070  0.333
22 H -1.3378 -1.1903 2.3626  0.250
23 H -0.3516 0.0964 2.3724  0.175

## Properties
total charge = 0
gap between HOMO and LUMO = 8.0940 eV
HOMO energy = -7.081 eV

***

Taking the records one at a time from the top gives E values of -272.76547, -932.03899, -328.21186, -6004.82455, -988.05257, -2664.39407, -992.12635, -363.69366 Eh.